Computed, not measured: 3 unconnected molecules or ions with the total composition C20H31F6I2N5O5P at a distorted geometry, with the ωB97M-V functional and the def2-TZVPD basis.

Geometry as XYZ:
```
70
Properties=species:S:1:pos:R:3
C 3.46753 -4.10155 0.38525
C 3.42480 -2.91610 0.31084
N 3.12043 -1.58895 0.47200
C 2.56291 -0.99992 -0.61872
N 2.30084 -1.70213 -1.72223
C 1.77841 -0.84261 -2.56667
N 1.71311 0.38294 -2.03051
P 1.06944 1.72220 -2.99916
N 1.76153 1.71472 -4.38861
N 2.20775 0.29911 -0.75909
C 2.26406 1.49645 0.07310
C 0.85108 1.80558 0.60238
C 0.13682 0.57377 1.19803
C -1.18473 0.23592 0.48864
O -1.07251 -0.95498 -0.27173
C -1.64494 -2.08161 0.36239
C 3.48967 -0.91484 1.69282
I 5.46954 -0.01747 1.34891
C 3.56717 -1.78150 2.95313
C 4.78148 -2.70161 3.15333
I 1.67639 -2.77061 3.30700
H 3.50411 -5.16106 0.45197
H 1.44018 -1.04375 -3.56851
H -0.29523 1.43519 -3.12831
H 1.28739 2.90561 -2.27634
H 2.27382 2.57852 -4.53147
H 3.02275 1.44860 0.83910
H 2.54671 2.32748 -0.56966
H 0.26962 2.16119 -0.24717
H 0.88988 2.60173 1.33743
H -0.11025 0.79865 2.23438
H 0.75707 -0.31880 1.20280
H -1.46822 1.03151 -0.20340
H -1.99555 0.15239 1.21194
H -2.65368 -1.88559 0.72774
H -1.72421 -2.89546 -0.35265
H -1.01963 -2.42665 1.19094
H 2.80097 -0.11858 1.93268
H 3.59739 -1.05592 3.75891
H 4.44745 -3.58303 3.69724
H 5.21552 -3.06384 2.23049
H 5.51631 -2.22535 3.79277
C -3.30286 -2.80063 -5.52682
C -3.14393 -3.08468 -4.04833
O -4.24935 -3.85140 -3.54389
C -4.18374 -5.16264 -3.74598
O -3.30327 -5.74947 -4.29584
C -5.40718 -5.84578 -3.11440
F -6.53254 -5.18316 -3.39437
F -5.26765 -5.88244 -1.78103
F -5.53241 -7.08977 -3.55451
H -4.25901 -2.31403 -5.71992
H -2.50043 -2.15168 -5.87702
H -3.27958 -3.72195 -6.10729
H -3.14756 -2.15419 -3.48245
H -2.20500 -3.59638 -3.83666
C -0.89464 6.62658 5.25531
C -0.27160 5.42861 4.57412
O -1.06164 5.00434 3.44051
C -0.87197 5.67570 2.31595
O -0.11097 6.57642 2.13822
C -1.76469 5.09057 1.21017
F -3.00142 4.85101 1.64199
F -1.25074 3.91641 0.77311
F -1.83834 5.90495 0.16735
H -1.92593 6.41189 5.53548
H -0.33284 6.88297 6.15211
H -0.90513 7.49300 4.59496
H -0.25010 4.57518 5.24841
H 0.75136 5.63089 4.25885
```

**Frontier orbital gap**: 8.75 eV
**Total energy**: -2966.246401 a.u.
**HOMO**: -12.13 eV
**Total charge**: +1

Here are the Mulliken charges for atoms 1 to 2, given in e:
1 C -0.1940
2 C -0.4928

Computed, not measured: 2 unconnected molecules or ions with the total composition C20H31IN2O9P at a distorted geometry, with the ωB97M-V functional and the def2-TZVPD basis.

Geometry as XYZ:
```
64
Properties=species:S:1:pos:R:3
C -5.44859 0.16294 -3.91508
C -4.13201 0.60676 -3.12803
O -3.60057 1.70130 -3.46824
O -3.48200 -0.14460 -2.11374
C -4.40448 -0.59517 -1.08226
C -4.60008 -2.18044 -1.20048
C -3.26612 -3.03532 -0.88496
C -3.21933 -3.64997 0.59477
C -2.91853 -2.57667 1.75506
C -1.75584 -1.54647 1.32810
O -0.53778 -2.33124 1.00929
C 0.40761 -2.13786 2.03696
O 0.09490 -2.30404 3.24806
C 1.89859 -1.66975 1.75629
C 3.05083 -2.42254 2.45647
O 2.73605 -3.53092 3.29576
C 4.52100 -1.94140 2.22092
I 6.04454 -3.06585 3.33238
N 4.85668 -0.81693 1.35714
C 6.25141 -0.34883 1.16294
C 6.47188 0.87608 2.20621
O 6.21094 0.66746 3.40953
O 6.89812 2.16541 1.81209
C 3.77472 -0.08970 0.68413
P 4.09376 1.44211 -0.43138
O 3.94512 1.12834 -1.93275
C 2.26716 -0.47598 0.84357
C 1.13889 0.40362 0.08502
N 1.13673 0.18723 -1.39038
H -5.12529 -0.55472 -4.74958
H -5.94439 1.05878 -4.42417
H -6.24379 -0.33559 -3.26906
H -5.42172 -0.05225 -1.15156
H -3.97607 -0.29665 -0.05664
H -4.86941 -2.41015 -2.29969
H -5.46536 -2.57526 -0.56764
H -2.33077 -2.43924 -1.17679
H -3.29088 -3.93537 -1.60784
H -4.24806 -4.12353 0.83010
H -2.43600 -4.48174 0.69904
H -3.82507 -1.94917 2.06331
H -2.52601 -3.15141 2.66001
H -2.00046 -0.97788 0.35726
H -1.57744 -0.75674 2.13264
H 3.24781 -3.47401 4.13448
H 7.05605 -1.11981 1.39050
H 6.45401 0.00827 0.08405
H 6.37979 2.82208 2.34666
H 5.45012 1.85536 -0.21468
H 3.24505 2.54088 -0.05694
H 1.24414 1.53390 0.33039
H 0.08257 0.11195 0.45085
H 1.42221 1.02790 -1.90703
H 1.67713 -0.64207 -1.66147
C -0.32512 5.52132 0.10663
C -0.37244 4.24770 -0.69380
O -0.03684 3.17993 -0.20678
C -0.84970 4.34063 -2.11739
H 0.03763 5.30331 1.11357
H 0.35718 6.23147 -0.36522
H -1.32608 5.95091 0.18072
H -0.19049 4.99845 -2.68794
H -1.87403 4.71780 -2.14209
H -0.83185 3.34738 -2.57130
```

**Frontier orbital gap**: 6.45 eV
**Total energy**: -2205.919420 a.u.
**HOMO**: -11.69 eV
**Total charge**: +1

Here are the Mulliken charges for atoms 1 to 2, given in e:
1 C -0.8175
2 C 0.5589

Computed, not measured: a single C20H31N3O molecule at a distorted geometry, with the ωB97M-V functional and the def2-TZVPD basis.

Geometry as XYZ:
```
55
Properties=species:S:1:pos:R:3
C -0.60906 7.43008 -5.00712
C 0.53705 7.36371 -4.00444
C 0.40270 6.20906 -3.01109
C 0.55099 4.83331 -3.65748
C 0.52330 3.71221 -2.62136
C 0.66737 2.33806 -3.26802
C 0.64876 1.21867 -2.23301
C 0.79946 -0.13875 -2.87328
O 0.90059 -0.35280 -4.06075
N 0.81756 -1.18371 -1.99009
N 0.70648 -0.99793 -0.65993
C 0.73753 -1.94642 0.18092
C 0.58677 -1.59576 1.62830
C -0.56672 -2.40161 2.22948
N -0.32629 -3.81918 2.03905
C -1.26827 -4.63332 2.78798
C -1.05737 -4.48174 4.27058
C 0.23145 -4.51486 4.78974
C 0.44336 -4.38724 6.14975
C -0.63210 -4.23206 7.00920
C -1.91828 -4.20096 6.50011
C -2.12904 -4.32155 5.13693
C -0.30712 -4.14460 0.62892
C 0.85850 -3.42561 -0.06000
H -1.56423 7.48713 -4.48933
H -0.50831 8.31073 -5.63767
H -0.61678 6.55382 -5.64964
H 1.48333 7.26736 -4.54170
H 0.56964 8.30194 -3.44491
H -0.56879 6.27293 -2.51495
H 1.17217 6.31899 -2.24240
H -0.25608 4.67181 -4.37346
H 1.49511 4.79290 -4.20567
H -0.41775 3.75643 -2.06743
H 1.33450 3.86229 -1.90442
H -0.14304 2.17693 -3.98098
H 1.60334 2.28901 -3.82714
H -0.28665 1.22463 -1.66961
H 1.45698 1.34250 -1.50939
H 0.92531 -2.11424 -2.39355
H 1.50471 -1.85848 2.15832
H 0.40580 -0.52740 1.73525
H -1.51678 -2.08690 1.75867
H -0.63453 -2.20384 3.30136
H -1.09148 -5.67982 2.51506
H -2.31559 -4.39230 2.52993
H 1.06246 -4.63271 4.11121
H 1.44925 -4.41143 6.54298
H -0.46766 -4.13474 8.07219
H -2.76097 -4.07876 7.16482
H -3.13577 -4.29234 4.74384
H -1.25369 -3.86114 0.12987
H -0.17887 -5.22519 0.52122
H 1.79400 -3.77429 0.38371
H 0.86276 -3.68279 -1.12053
```

**Frontier orbital gap**: 9.59 eV
**Total energy**: -1020.196927 a.u.
**HOMO**: -8.86 eV
**Energy relative to the best compared isomer or geometry (same formula, charge and spin)**: 25.6 kcal per mole
**SMILES string**: CCCCCCCC(=O)NN=C1CCN(Cc2ccccc2)CC1

Here are the Mulliken charges for atoms 1 to 2, given in e:
1 C -1.1590
2 C -0.4749

Computed, not measured: a molecular structure, C20H31N3O2S, with the ωB97M-V functional and the def2-TZVPD basis.

Geometry as XYZ:
```
57
Properties=species:S:1:pos:R:3
C 4.87113 1.54040 0.28394
C 3.83112 2.52151 -0.24537
C 2.40002 1.99129 -0.20682
C 2.23463 0.83530 -1.20008
N 0.91139 0.24319 -1.20155
C -0.01056 0.61720 -2.25401
C 0.59084 -0.52799 -0.11934
O 1.42180 -0.74653 0.74833
C -0.82977 -1.05295 -0.03071
C -1.01128 -2.11763 1.04299
C -2.45276 -2.14583 1.56099
C -2.60957 -3.13113 2.71692
C -2.14448 -4.53285 2.32929
C -0.72087 -4.50316 1.77858
C -0.61558 -3.52839 0.62407
C 0.43026 -3.78332 -0.41368
C -1.01787 -4.06724 -0.72306
N 1.49766 3.10442 -0.49920
C 0.17411 3.12253 -0.18030
O -0.36954 2.27625 0.50706
C -0.57480 4.30831 -0.69687
C -0.04529 5.55049 -0.91728
S -1.26436 6.59142 -1.44480
N -2.45327 5.46256 -1.40165
C -1.97867 4.31161 -0.98341
C -2.90813 3.14863 -0.83796
H 5.86064 1.99759 0.28883
H 4.63266 1.23979 1.30504
H 4.93159 0.63651 -0.32123
H 3.86385 3.43740 0.34981
H 4.07979 2.80829 -1.27495
H 2.15517 1.62142 0.78882
H 2.45597 1.18448 -2.21321
H 2.95576 0.05948 -0.94555
H -1.03943 0.48357 -1.93608
H 0.11995 1.66989 -2.50734
H 0.15038 0.02877 -3.16311
H -1.44697 -0.18174 0.21873
H -1.17368 -1.40917 -1.00319
H -0.35832 -1.83822 1.87612
H -2.74467 -1.14240 1.88321
H -3.12632 -2.42745 0.74215
H -2.01199 -2.77577 3.56376
H -3.64839 -3.15635 3.05412
H -2.20720 -5.20535 3.18787
H -2.81371 -4.93477 1.56074
H -0.02283 -4.20165 2.56764
H -0.41790 -5.50067 1.44850
H 0.89828 -2.93918 -0.90185
H 1.09510 -4.62423 -0.26184
H -1.33988 -5.09995 -0.77164
H -1.52361 -3.41932 -1.42752
H 1.79078 3.73652 -1.22776
H 0.96972 5.88081 -0.75691
H -2.39007 2.20436 -0.98117
H -3.32433 3.13427 0.17044
H -3.72653 3.24499 -1.54846
```

**Frontier orbital gap**: 9.38 eV
**Total energy**: -1493.665051 a.u.
**HOMO**: -8.90 eV
**Energy relative to the best compared isomer or geometry (same formula, charge and spin)**: 3.8 kcal per mole

Here are the Mulliken charges for atoms 1 to 2, given in e:
1 C -1.3560
2 C -0.5944

no.,molar mass (g mol⁻¹)
1,820.3
2,601.4
3,329.5
4,377.6